A structure of composition C19H42F7NiSbSi4Te, computed with wB97M-V/def2-TZVPD.

Element x y z (Å)
Ni1 -1.018 1.739 0.312
C1 -1.207 3.821 0.802
C2 -1.992 3.068 1.688
C3 -2.913 2.291 0.900
C4 -2.748 2.660 -0.485
C5 -1.680 3.569 -0.544
C6 -1.041 4.122 -1.773
C7 -3.541 2.111 -1.627
C8 -4.021 1.473 1.475
C9 -1.920 3.015 3.178
C10 -0.051 4.704 1.140
H1 0.041 3.991 -1.724
H2 -1.253 5.189 -1.876
H3 -1.396 3.613 -2.667
H4 -3.924 1.119 -1.387
H5 -2.934 2.016 -2.527
H6 -4.393 2.755 -1.861
H7 -4.870 2.125 1.705
H8 -3.710 0.991 2.401
H9 -4.356 0.699 0.787
H10 -1.770 1.995 3.532
H11 -2.850 3.394 3.611
H12 -1.092 3.605 3.562
H13 0.811 4.459 0.517
H14 0.254 4.582 2.177
H15 -0.306 5.753 0.964
C11 0.725 -2.898 -3.755
Si1 -0.488 -2.092 -2.554
C12 -1.981 -3.231 -2.400
C13 -1.068 -0.450 -3.265
Si2 0.468 -1.694 -0.463
Te1 -1.388 -0.653 0.871
Si3 2.564 -0.665 -0.765
C14 3.226 0.227 0.728
C15 3.712 -2.131 -1.132
C16 2.641 0.389 -2.322
Si4 0.732 -3.710 0.708
C17 1.441 -5.061 -0.405
C18 1.857 -3.440 2.184
C19 -0.932 -4.336 1.330
H16 0.253 -3.080 -4.725
H17 1.080 -3.856 -3.368
H18 1.599 -2.264 -3.921
H19 -2.506 -3.321 -3.355
H20 -2.681 -2.838 -1.658
H21 -1.683 -4.233 -2.082
H22 -1.525 -0.574 -4.251
H23 -0.239 0.257 -3.343
H24 -1.808 -0.014 -2.589
H25 3.194 -0.401 1.620
H26 2.637 1.119 0.935
H27 4.267 0.522 0.558
H28 3.816 -2.798 -0.274
H29 4.709 -1.756 -1.385
H30 3.355 -2.723 -1.979
H31 2.002 1.265 -2.223
H32 2.334 -0.179 -3.203
H33 3.674 0.715 -2.484
H34 2.397 -4.770 -0.842
H35 0.751 -5.286 -1.222
H36 1.593 -5.981 0.166
H37 2.877 -3.204 1.873
H38 1.895 -4.332 2.816
H39 1.506 -2.603 2.792
H40 -1.644 -4.465 0.512
H41 -1.369 -3.638 2.048
H42 -0.805 -5.301 1.830
F1 0.404 1.449 -0.774
F2 0.813 1.948 2.284
Sb1 1.771 1.869 3.937
F3 0.194 1.283 4.807
F4 2.246 0.072 3.594
F5 2.703 1.843 5.579
F6 3.316 2.485 3.043
F7 1.247 3.674 4.246

Its energy above the lowest of the compared OMol25 structures with the same formula, charge and spin is 0.048 eV. The LUMO energy (alpha / beta) is 1.13 / 2.08 eV. The expectation value of S² is 0.8292. The largest force on an atom is 0.21 eV/A. The spin multiplicity is 2. As for the charge: -1. The value obtained for the orbital gap (alpha / beta) is 5.97 / 7.02 eV.